## 1
The following is a quantum chemistry calculation of a cluster of 2 separate species, C2H8NO in total, from the OMol25 dataset.

Computed properties:
* charge: +1
* highest occupied orbital energy: -16.450 eV

Last columns: bonded neighbours and bond lengths (Å).
CARTESIAN COORDINATES (ANGSTROEM)
1 O 1.8762 1.5599 -0.9899  H2 0.966, H3 0.966
2 H 2.7801 1.4359 -1.3066  O1 0.966
3 H 1.8773 2.4489 -0.6112  O1 0.966
4 H -2.0961 -0.7976 1.2085  C5 1.081
5 C -1.1352 -1.2763 1.0782  H4 1.081, C6 1.450, H8 1.089, H9 1.090
6 C -0.2343 -0.5877 0.1751  C5 1.450, N7 1.276, H10 1.081
7 N -0.5525 0.3531 -0.6260  C6 1.276, H11 1.015, H12 1.029
8 H -1.3416 -2.3253 0.8719  C5 1.089
9 H -0.6373 -1.3601 2.0437  C5 1.090
10 H 0.7868 -0.9234 0.0637  C6 1.081
11 H -1.5194 0.6190 -0.7842  N7 1.015
12 H 0.1960 0.8535 -1.1233  N7 1.029

List of natural (NBO) charges in e, atom by atom: -0.980, 0.509, 0.499, 0.253, -0.732, 0.335, -0.603, 0.300, 0.287, 0.232, 0.429, 0.471



## 2
The following is a quantum chemistry calculation of a cluster of 2 separate species, C2H8NO in total, from the OMol25 dataset.

Computed properties:
* charge: +1
* highest occupied orbital energy: -16.604 eV

Last columns: bonded neighbours and bond lengths (Å).
CARTESIAN COORDINATES (ANGSTROEM)
1 O 2.3086 -0.9560 -1.0334  H2 0.945, H3 0.954
2 H 2.8146 -0.7646 -1.8076  O1 0.945
3 H 2.2776 -1.9093 -1.0513  O1 0.954
4 H -1.3610 2.0045 1.0615  C5 1.099
5 C -1.9057 1.0658 0.8918  H4 1.099, C6 1.471, H8 1.084, H9 1.091
6 C -1.0299 0.3225 -0.0262  C5 1.471, N7 1.291, H10 1.087
7 N 0.0911 -0.1961 0.3485  C6 1.291, H11 1.010, H12 1.051
8 H -2.8743 1.3214 0.4766  C5 1.084
9 H -1.9854 0.5857 1.8682  C5 1.091
10 H -1.2883 0.1440 -1.0665  C6 1.087
11 H 0.2509 -0.3825 1.3279  N7 1.010
12 H 0.8658 -0.3407 -0.3467  N7 1.051

List of natural (NBO) charges in e, atom by atom: -0.949, 0.504, 0.494, 0.288, -0.719, 0.338, -0.629, 0.273, 0.269, 0.231, 0.426, 0.473



## 3
The following is a quantum chemistry calculation of a cluster of 2 separate species, C2H8NO in total, from the OMol25 dataset.

Computed properties:
* charge: +1
* highest occupied orbital energy: -16.515 eV

Last columns: bonded neighbours and bond lengths (Å).
CARTESIAN COORDINATES (ANGSTROEM)
1 O -1.0216 1.8220 -0.0169  H2 0.879, H3 1.005
2 H -1.0143 2.2898 0.7272  O1 0.879
3 H -1.5300 2.3354 -0.7161  O1 1.005
4 H -0.5395 -2.4337 0.9310  C5 1.111
5 C -0.2793 -1.3762 0.7101  H4 1.111, C6 1.474, H8 1.145, H9 1.148
6 C 0.6122 -1.0215 -0.4083  C5 1.474, N7 1.345, H10 1.116
7 N 0.8867 0.2208 -0.8457  C6 1.345, H11 1.036, H12 1.025
8 H 0.4769 -1.0593 1.5088  C5 1.145
9 H -1.0887 -0.6602 1.0968  C5 1.148
10 H 1.4390 -1.7357 -0.6374  C6 1.116
11 H 0.3464 1.0949 -0.9775  N7 1.036
12 H 1.7122 0.5237 -1.3721  N7 1.025

List of natural (NBO) charges in e, atom by atom: -0.961, 0.485, 0.505, 0.291, -0.724, 0.321, -0.654, 0.307, 0.292, 0.241, 0.469, 0.428



Which of them is the least stable? Correct choice: 3.



## 1
The following is a quantum chemistry calculation of a cluster of 2 separate species, C3H3NO3 in total, from the OMol25 dataset.

Computed properties:
* highest occupied orbital energy: -9.633 eV

Last columns: bonded neighbours and bond lengths (Å).
CARTESIAN COORDINATES (ANGSTROEM)
1 N -0.3292 -1.1842 -1.0204  C2 1.317, H8 1.016, H10 1.011
2 C -0.0915 -0.2163 -0.1600  N1 1.317, O3 1.364
3 O -1.0585 -0.2601 0.8013  C2 1.364, C4 1.376
4 C -0.8953 0.7195 1.7543  O3 1.376, O5 1.191, H9 1.100
5 O -1.6448 0.8309 2.6729  C4 1.191
6 C 2.1632 0.4927 -1.6627  O7 1.136
7 O 2.6670 1.3879 -1.1769  C6 1.136
8 H -1.1093 -1.8321 -0.9509  N1 1.016
9 H -0.0139 1.3416 1.5384  C4 1.100
10 H 0.3121 -1.2797 -1.7960  N1 1.011

List of natural (NBO) charges in e, atom by atom: -0.785, 0.284, -0.548, 0.654, -0.523, 0.482, -0.501, 0.391, 0.133, 0.414



## 2
The following is a quantum chemistry calculation of the molecule C3H3NO3, from the OMol25 dataset.

Computed properties:
* SMILES: O=C1COC(=O)N1
* highest occupied orbital energy: -10.854 eV

Last columns: bonded neighbours and bond lengths (Å).
CARTESIAN COORDINATES (ANGSTROEM)
1 O -1.0591 -1.8064 0.8939  C2 1.218
2 C -0.5593 -0.8146 0.3937  O1 1.218, C3 1.540, N7 1.467
3 C 0.9620 -0.7299 0.1673  C2 1.540, O4 1.472, H8 1.042, H9 1.216
4 O 1.0789 0.4314 -0.7296  C3 1.472, C5 1.324
5 C -0.0472 1.1263 -0.6739  O4 1.324, O6 1.163, N7 1.444
6 O -0.1924 2.1347 -1.2338  C5 1.163
7 N -0.9980 0.5789 0.2650  C2 1.467, C5 1.444, H10 1.047
8 H 1.2247 -1.6358 -0.2747  C3 1.042
9 H 1.4898 -0.3290 1.1865  C3 1.216
10 H -1.8994 1.0444 0.0056  N7 1.047

List of natural (NBO) charges in e, atom by atom: -0.519, 0.656, -0.174, -0.482, 0.874, -0.565, -0.690, 0.226, 0.234, 0.440



## 3
The following is a quantum chemistry calculation of the molecule C3H3NO3, from the OMol25 dataset.

Computed properties:
* SMILES: [H]/N=C(/C=O)OC=O
* highest occupied orbital energy: -10.364 eV

Last columns: bonded neighbours and bond lengths (Å).
CARTESIAN COORDINATES (ANGSTROEM)
1 H 2.0658 1.4353 -0.2385  N2 1.010
2 N 1.4858 1.1209 0.5265  H1 1.010, C3 1.254
3 C 0.5618 0.3180 0.2560  N2 1.254, C4 1.539, O6 1.398
4 C -0.4790 0.3315 1.3898  C3 1.539, O5 1.203, H9 1.094
5 O -0.3780 1.2824 2.1203  C4 1.203
6 O 0.5084 -0.3543 -0.9690  C3 1.398, C7 1.356
7 C -0.5692 -1.0509 -1.4078  O6 1.356, O8 1.196, H10 1.101
8 O -1.5940 -1.2143 -0.8127  C7 1.196
9 H -1.2546 -0.4246 1.5470  C4 1.094
10 H -0.3471 -1.4438 -2.4116  C7 1.101

List of natural (NBO) charges in e, atom by atom: 0.359, -0.564, 0.418, 0.337, -0.440, -0.515, 0.656, -0.553, 0.164, 0.137



## 4
The following is a quantum chemistry calculation of the molecule C3H3NO3, from the OMol25 dataset.

Computed properties:
* SMILES: O=c1occn1O
* highest occupied orbital energy: -8.914 eV

Last columns: bonded neighbours and bond lengths (Å).
CARTESIAN COORDINATES (ANGSTROEM)
1 O -0.9559 1.9815 -0.1253  C2 1.193
2 C -0.1877 1.0885 0.0654  O1 1.193, O3 1.311, N6 1.436
3 O 1.1192 1.1544 -0.0081  C2 1.311, C4 1.429
4 C 1.4854 -0.2253 -0.0741  O3 1.429, C5 1.327, H8 1.076
5 C 0.4823 -1.0930 -0.1072  C4 1.327, N6 1.373, H9 1.056
6 N -0.6051 -0.2848 0.1127  C2 1.436, C5 1.373, O7 1.506
7 O -2.0582 -0.6049 -0.1181  N6 1.506, H10 1.047
8 H 2.5597 -0.1796 -0.1232  C4 1.076
9 H 0.5040 -2.1364 0.0519  C5 1.056
10 H -2.3438 0.2997 0.3259  O7 1.047

List of natural (NBO) charges in e, atom by atom: -0.615, 0.823, -0.424, 0.035, -0.096, -0.189, -0.503, 0.223, 0.247, 0.500



Which of them is the least stable? Correct choice: 4.



## 1
The following is a quantum chemistry calculation of the molecule C3H3NO3, from the OMol25 dataset.

Computed properties:
* SMILES: N=C=C(O)OC=O
* highest occupied orbital energy: -8.224 eV

Last columns: bonded neighbours and bond lengths (Å).
CARTESIAN COORDINATES (ANGSTROEM)
1 N -0.6475 -1.7561 1.3006  C2 1.223, H8 1.022
2 C -0.0879 -0.8154 0.7557  N1 1.223, C3 1.333
3 C 0.7395 0.0914 0.2366  C2 1.333, O4 1.348, O5 1.374
4 O 2.0297 -0.1534 -0.0688  C3 1.348, H9 0.976
5 O 0.1980 1.2528 -0.2594  C3 1.374, C6 1.438
6 C -1.0537 0.9655 -0.9062  O5 1.438, O7 1.186, H10 1.099
7 O -1.2234 0.2023 -1.7986  C6 1.186
8 H -0.5130 -1.8875 2.3050  N1 1.022
9 H 2.2616 0.2854 -0.9096  O4 0.976
10 H -1.7034 1.8150 -0.6553  C6 1.099

List of natural (NBO) charges in e, atom by atom: -0.570, 0.238, 0.383, -0.665, -0.532, 0.645, -0.492, 0.367, 0.493, 0.133



## 2
The following is a quantum chemistry calculation of the molecule C3H3NO3, from the OMol25 dataset.

Computed properties:
* SMILES: O=CC(C=O)=[NH+][O-]
* highest occupied orbital energy (spin up / spin down): -9.839 / -9.838 eV

Last columns: bonded neighbours and bond lengths (Å).
CARTESIAN COORDINATES (ANGSTROEM)
1 O -2.1490 0.8736 0.5511  C2 1.206
2 C -1.3887 0.3343 -0.2144  O1 1.206, C3 1.481, H8 1.181
3 C -0.0008 -0.0915 0.0775  C2 1.481, C4 1.743, N6 1.300
4 C 1.1178 -0.3209 -1.2401  C3 1.743, O5 1.152, H9 1.114
5 O 0.8212 0.1211 -2.2614  C4 1.152
6 N 0.3334 -0.0620 1.3339  C3 1.300, O7 1.210, H10 1.076
7 O 1.3029 -0.4538 1.9427  N6 1.210
8 H -1.5333 0.3348 -1.3868  C2 1.181
9 H 1.9400 -0.9490 -0.8274  C4 1.114
10 H -0.4435 0.2134 2.0249  N6 1.076

List of natural (NBO) charges in e, atom by atom: -0.531, 0.377, -0.152, 0.468, -0.461, 0.050, -0.421, 0.132, 0.163, 0.376



Which of them is the least stable? Correct choice: 2.